Molecular formula: C17H36AlBr2CsF3IMgN2O6S
Method: DFT, wB97M-V/def2-TZVPD

- highest occupied orbital energy (eV) = -12.039
- LUMO (eV) = -9.30
- total energy (eV) = -213201.055
- total charge = +2

Structure (XYZ):
```
71
C17H36AlBr2CsF3IMgN2O6S, DFT wB97M-V/def2-TZVPD
C -0.24033 -0.57765 -0.66535
C -1.06644 -0.98734 -1.98319
C -1.77214 0.22719 -2.68494
Br -2.06291 -0.13214 -4.56264
N -3.04574 0.55026 -1.89217
C -4.18941 -0.36488 -2.20566
C -4.90198 -0.77202 -0.84833
C -4.68195 -2.28725 -0.49574
I -5.68879 -3.58424 -1.89469
N -3.34513 1.91633 -1.82059
C -4.01487 2.39039 -0.59567
C -3.60999 2.64462 -3.06587
C -2.93288 4.01324 -3.21358
O -4.30402 2.25222 -3.95024
H -0.48864 -1.20185 0.20154
H 0.85120 -0.49698 -0.83950
H -0.59084 0.44437 -0.38541
H -1.81023 -1.76406 -1.68954
H -0.34214 -1.46402 -2.65972
H -1.09514 1.08514 -2.53995
H -2.77633 0.27373 -0.93550
H -3.86761 -1.32515 -2.65350
H -4.95662 0.08545 -2.84433
H -5.97851 -0.59335 -0.97998
H -4.45419 -0.15666 0.03834
H -5.09951 -2.47578 0.50012
H -3.61451 -2.56081 -0.47387
H -4.29612 3.51432 -0.76384
H -4.99213 1.87261 -0.28136
H -3.24245 2.36415 0.29768
H -2.94628 4.32236 -4.26799
H -1.90132 4.00099 -2.81195
H -3.58146 4.73882 -2.65517
F 1.40497 -0.42176 1.24799
C 4.59709 -0.49717 -1.05079
C 3.45323 0.03888 -1.97968
O 3.55365 1.22257 -2.30599
O 2.59196 -0.80849 -2.27084
H 5.31256 0.28301 -0.83494
H 4.16107 -0.85105 -0.11565
H 5.10885 -1.32179 -1.54223
C 9.04272 1.06829 0.86904
S 7.97963 1.30102 -0.56223
O 7.19629 0.05694 -0.74513
C 9.31583 1.25907 -1.80105
H 8.41084 1.01754 1.75353
H 9.60371 0.13899 0.76700
H 9.72549 1.91531 0.95908
H 9.86430 0.31749 -1.73627
H 10.00855 2.11003 -1.62986
H 8.86701 1.35023 -2.79611
Mg -5.52600 2.98922 1.48013
Br -5.96124 -0.11932 1.17096
Cs -1.90622 2.67406 0.91824
F -1.60701 -3.40047 -2.85794
Al 10.29584 3.67653 -2.64929
O -0.76640 -0.00853 3.97524
C -0.80749 -1.00767 4.65260
O 0.31396 -1.68547 4.88358
C 0.41934 -2.77159 5.81627
C 0.00868 -4.08467 5.18391
C -2.11869 -1.55038 5.16754
H -0.13664 -2.55514 6.72979
H 1.46993 -2.81821 6.09780
H -1.03699 -4.07301 4.87346
H 0.15014 -4.90736 5.88495
H 0.60406 -4.27699 4.29088
H -2.58490 -2.15250 4.38786
H -2.76739 -0.70999 5.40818
H -2.02571 -2.14122 6.07508
F -5.17564 4.79152 -2.09250
```

Molecular formula: C13H13NS
Method: DFT, wB97M-V/def2-TZVPD

- highest occupied orbital energy (eV) = -6.988
- energy above the lowest of the compared OMol25 structures with the same formula, charge and spin (eV) = 5.007
- LUMO (eV) = 0.78
- total energy (eV) = -26012.226
- total charge = 0

Structure (XYZ):
```
28
C13H13NS, DFT wB97M-V/def2-TZVPD
C 1.87279 1.81017 -0.02893
C -2.63435 -0.43075 -0.00906
C 0.77379 0.92290 0.04386
C -1.20316 -0.41284 0.04950
C -0.65493 0.85841 -0.04259
C 1.41791 -0.27003 0.25947
C 3.02331 1.15766 0.01136
C -3.18312 0.84728 0.07634
C -0.28244 -2.96324 0.56999
C -0.39941 -2.74388 -0.93764
C -0.22141 -1.59011 0.04949
C 4.44897 1.50369 -0.06925
C -4.54615 1.39395 0.10322
N 2.73548 -0.17441 0.13811
S -1.87306 2.02745 0.03551
H 1.86668 2.87002 -0.23236
H -3.34771 -1.17065 0.09167
H -1.11698 -3.24445 1.17766
H 0.63592 -3.36176 1.13124
H 0.42552 -3.05205 -1.60332
H -1.36878 -2.55856 -1.33054
H 4.51346 2.62471 -0.26240
H 4.98490 1.39379 0.95638
H 5.14098 0.90857 -0.64718
H -4.97503 1.35008 -1.01496
H -5.10286 0.86827 0.83114
H -4.43447 2.36558 0.44315
H 3.50417 -0.92977 0.21014
```

Molecular formula: CH10O3S
Method: DFT, wB97M-V/def2-TZVPD

- highest occupied orbital energy (eV) = -8.854
- energy above the lowest of the compared OMol25 structures with the same formula, charge and spin (eV) = 1.349
- LUMO (eV) = 0.30
- total energy (eV) = -18175.770
- SMILES = CS.O.O.O
- total charge = 0

Structure (XYZ):
```
15
CH10O3S, DFT wB97M-V/def2-TZVPD
C 3.24904 -0.19585 -0.53934
S 2.01812 0.80293 0.07968
H 3.33177 -0.09717 -1.65658
H 3.23740 -1.33648 -0.34615
H 4.32727 -0.05117 -0.27913
H 0.85399 0.10034 -0.45059
H -2.06151 0.87648 -2.01616
H -3.27494 -0.07444 -2.38517
O -2.28981 -0.04383 -2.12783
H -2.74966 1.03555 1.13417
H -2.21278 -0.20811 1.92917
O -2.47054 0.70122 2.10466
H -1.14850 -2.26025 1.20856
H -1.47798 -1.97740 -0.25808
O -1.56579 -1.61729 0.65831
```

Molecular formula: H16O8
Method: DFT, wB97M-V/def2-TZVPD

- highest occupied orbital energy (eV) = -11.375
- energy above the lowest of the compared OMol25 structures with the same formula, charge and spin (eV) = 2.879
- LUMO (eV) = 0.31
- total energy (eV) = -16639.132
- SMILES = O.O.O.O.O.O.O.O
- total charge = 0

Structure (XYZ):
```
24
H16O8, DFT wB97M-V/def2-TZVPD
O -3.31303 2.80805 0.11059
H -4.00003 2.41071 -0.42457
H -2.54449 2.25706 -0.03767
O -0.36427 -0.20580 -0.12770
H 0.53161 0.11863 -0.21916
H -0.28892 -0.95551 0.46264
O -4.91430 -0.83939 4.59895
H -4.05043 -0.65985 4.22785
H -4.73231 -1.20659 5.46398
O -0.66808 -3.87895 -3.51412
H -1.29581 -3.16265 -3.41875
H -0.06717 -3.58206 -4.19749
O -0.04183 -4.39976 3.46651
H -0.08134 -4.40134 4.42289
H -0.40458 -5.24759 3.20993
O -0.03164 2.10576 -5.23552
H -0.00580 2.74859 -4.52676
H -0.96441 1.96052 -5.39389
O 4.13101 0.60625 1.03238
H 4.23969 0.71510 1.97714
H 4.86387 0.04965 0.76906
O 4.71465 4.35900 -1.25503
H 4.49152 3.49212 -0.91599
H 4.79605 4.90804 -0.47518
```